No. 1
87
Properties=species:S:1:pos:R:3 method="wB97M-V/def2-TZVPD" charge=-1 gap_ev=6.14 e_tot_ev=-50369.1074 smiles="CCOC(=O)[C@@]1([C@H](c2ccccc2)c2cc(-c3ccccc3)c([O-])c(-c3ccccc3)c2)CCCCCCCCCCC1=O" homo_energy_ev=-3.50
C -2.95 4.27 -4.24
C -3.04 4.30 -2.74
O -1.84 3.62 -2.26
C -1.85 3.10 -1.01
O -2.77 3.26 -0.23
C -0.61 2.22 -0.80
C -1.08 0.87 -1.25
C 0.03 -0.19 -1.37
C 0.97 -0.17 -2.40
C 1.99 -1.13 -2.46
C 2.07 -2.13 -1.49
C 1.09 -2.20 -0.49
C 0.04 -1.27 -0.47
C -2.06 0.84 -2.43
C -3.42 1.14 -2.21
C -4.38 1.09 -3.20
C -5.81 1.31 -2.94
C -6.27 1.94 -1.76
C -7.64 2.20 -1.58
C -8.57 1.87 -2.57
C -8.13 1.24 -3.74
C -6.78 0.94 -3.89
C -3.92 0.92 -4.60
O -4.70 1.10 -5.56
C -2.50 0.59 -4.81
C -1.95 0.48 -6.16
C -0.54 0.44 -6.35
C 0.01 0.41 -7.64
C -0.83 0.44 -8.76
C -2.22 0.47 -8.59
C -2.76 0.46 -7.31
C -1.70 0.38 -3.69
C 0.55 2.98 -1.57
C 2.04 2.60 -1.63
C 2.89 2.28 -0.40
C 3.01 0.79 -0.11
C 3.71 0.41 1.21
C 2.87 0.60 2.47
C 1.57 -0.20 2.46
C 0.42 0.47 3.22
C -0.94 0.39 2.49
C -1.38 1.62 1.71
C -0.35 2.16 0.71
O 0.67 2.61 1.19
H -3.94 4.47 -4.67
H -2.26 5.06 -4.56
H -2.59 3.31 -4.64
H -2.98 5.33 -2.34
H -3.94 3.81 -2.36
H -1.70 0.53 -0.42
H 0.89 0.59 -3.18
H 2.70 -1.10 -3.30
H 2.85 -2.89 -1.55
H 1.11 -3.01 0.25
H -0.79 -1.39 0.23
H -3.74 1.38 -1.19
H -5.57 2.23 -0.98
H -7.97 2.69 -0.66
H -9.63 2.11 -2.45
H -8.82 0.97 -4.55
H -6.47 0.44 -4.80
H 0.12 0.44 -5.49
H 1.09 0.38 -7.74
H -0.40 0.45 -9.76
H -2.90 0.49 -9.45
H -3.83 0.48 -7.18
H -0.78 -0.17 -3.82
H 0.22 3.05 -2.62
H 0.49 4.01 -1.17
H 2.51 3.48 -2.08
H 2.17 1.81 -2.37
H 2.52 2.81 0.48
H 3.91 2.65 -0.60
H 3.57 0.31 -0.93
H 2.02 0.33 -0.16
H 4.64 0.99 1.30
H 3.99 -0.66 1.13
H 2.64 1.67 2.61
H 3.46 0.28 3.34
H 1.75 -1.20 2.89
H 1.24 -0.40 1.43
H 0.66 1.52 3.42
H 0.33 -0.03 4.20
H -1.70 0.19 3.26
H -0.94 -0.48 1.83
H -1.54 2.47 2.40
H -2.34 1.45 1.21


No. 2
93
Properties=species:S:1:pos:R:3 method="wB97M-V/def2-TZVPD" charge=+3 gap_ev="4.85 / 4.85" e_tot_ev=-134063.9017 homo_energy_ev="-15.86 / -15.86"
Pd -0.01 0.43 -0.09
C 0.56 1.18 2.94
N 0.96 1.84 1.69
C 0.45 3.22 1.55
C -0.61 3.30 0.49
N -0.76 2.39 -0.45
C -1.76 2.86 -1.30
C -2.29 2.33 -2.48
C -3.27 3.05 -3.12
C -3.72 4.29 -2.61
C -3.19 4.83 -1.46
C -2.20 4.09 -0.83
N -1.44 4.34 0.32
C -0.89 0.92 2.84
N -1.50 0.74 1.69
C -2.88 0.78 1.99
C -4.03 0.81 1.18
C -5.26 0.88 1.80
C -5.38 0.94 3.20
C -4.26 0.96 4.01
C -3.03 0.89 3.37
N -1.74 1.00 3.88
H 0.78 1.78 3.82
H 1.14 0.25 3.01
H 1.97 1.87 1.68
H 1.27 3.87 1.24
H 0.08 3.61 2.50
H -1.93 1.39 -2.89
H -3.70 2.68 -4.03
H -4.49 4.82 -3.15
H -3.52 5.79 -1.09
H -1.49 5.16 0.90
H -3.97 0.83 0.10
H -6.15 0.92 1.20
H -6.36 0.99 3.65
H -4.35 1.05 5.09
H -1.49 1.14 4.84
S -2.07 -0.61 -0.91
C -2.26 -1.99 0.11
C -3.53 -2.53 0.34
C -3.66 -3.59 1.22
C -2.55 -4.13 1.86
C -1.28 -3.62 1.62
C -1.14 -2.57 0.74
As 0.50 -1.90 0.00
C 0.49 -2.72 -1.74
C 0.27 -1.98 -2.90
C 0.14 -2.64 -4.11
C 0.23 -4.02 -4.17
C 0.45 -4.76 -3.01
C 0.58 -4.11 -1.79
C 1.95 -2.55 1.06
C 3.02 -3.24 0.49
C 4.03 -3.71 1.31
C 3.98 -3.50 2.68
C 2.90 -2.82 3.25
C 1.89 -2.35 2.44
H -4.39 -2.11 -0.16
H -4.64 -4.01 1.40
H -2.68 -4.95 2.55
H -0.41 -4.07 2.09
H 0.22 -0.90 -2.88
H -0.03 -2.07 -5.02
H 0.12 -4.53 -5.12
H 0.51 -5.84 -3.05
H 0.73 -4.69 -0.89
H 3.06 -3.42 -0.57
H 4.86 -4.25 0.88
H 4.77 -3.87 3.32
H 2.86 -2.68 4.32
H 1.02 -1.86 2.89
C 4.09 -0.36 -2.98
C 2.69 -0.65 -2.42
P 2.11 0.62 -1.24
C 2.36 2.15 -2.23
C 1.70 3.49 -1.94
C 3.36 0.53 0.11
C 4.10 1.84 0.41
H 4.40 -1.21 -3.58
H 4.84 -0.22 -2.20
H 4.11 0.51 -3.63
H 2.68 -1.61 -1.91
H 1.97 -0.72 -3.24
H 2.14 1.83 -3.25
H 3.45 2.26 -2.18
H 0.62 3.43 -2.02
H 2.05 4.19 -2.70
H 1.98 3.89 -0.97
H 4.07 -0.24 -0.20
H 2.88 0.11 0.99
H 4.84 2.06 -0.36
H 4.64 1.75 1.36
H 3.44 2.71 0.47


No. 3
93
Properties=species:S:1:pos:R:3 method="wB97M-V/def2-TZVPD" charge=+3 gap_ev="6.78 / 4.10" multiplicity=5 e_tot_ev=-134063.4769 homo_energy_ev="-15.12 / -15.74"
Pd -0.49 0.00 0.37
C 2.29 1.13 2.02
N 1.15 1.76 1.33
C 0.34 2.61 2.20
C -0.50 1.75 3.09
N -1.00 0.55 2.69
C -1.68 0.08 3.72
C -2.39 -1.18 3.83
C -3.04 -1.42 5.00
C -3.00 -0.47 6.06
C -2.29 0.77 5.98
C -1.65 1.00 4.82
N -0.86 2.06 4.34
C 2.29 -0.37 1.89
N 1.29 -1.09 1.47
C 1.71 -2.43 1.61
C 1.08 -3.64 1.32
C 1.77 -4.80 1.56
C 3.08 -4.79 2.07
C 3.72 -3.61 2.37
C 3.01 -2.44 2.13
N 3.34 -1.10 2.29
H 2.26 1.38 3.08
H 3.24 1.53 1.65
H 1.48 2.32 0.55
H -0.34 3.19 1.58
H 0.92 3.31 2.81
H -2.40 -1.88 3.01
H -3.59 -2.34 5.15
H -3.52 -0.70 6.98
H -2.29 1.47 6.81
H -0.60 2.90 4.84
H 0.06 -3.67 0.95
H 1.30 -5.76 1.36
H 3.59 -5.73 2.24
H 4.73 -3.60 2.78
H 4.21 -0.75 2.66
S -1.38 -2.02 -0.75
C -0.41 -2.52 -2.05
C -0.78 -3.73 -2.69
C -0.03 -4.21 -3.74
C 1.09 -3.50 -4.17
C 1.47 -2.31 -3.54
C 0.72 -1.80 -2.50
As 1.18 -0.13 -1.65
C 3.10 -0.23 -1.68
C 3.89 0.71 -2.33
C 5.27 0.53 -2.36
C 5.85 -0.58 -1.76
C 5.05 -1.53 -1.13
C 3.67 -1.35 -1.08
C 0.71 1.18 -2.97
C -0.08 0.85 -4.08
C -0.46 1.85 -4.97
C -0.04 3.16 -4.79
C 0.75 3.49 -3.69
C 1.12 2.50 -2.79
H -1.65 -4.27 -2.34
H -0.31 -5.14 -4.23
H 1.69 -3.88 -4.99
H 2.35 -1.78 -3.89
H 3.46 1.57 -2.82
H 5.90 1.25 -2.87
H 6.92 -0.73 -1.81
H 5.49 -2.41 -0.69
H 3.05 -2.11 -0.62
H -0.39 -0.17 -4.24
H -1.07 1.59 -5.83
H -0.33 3.92 -5.50
H 1.08 4.51 -3.55
H 1.74 2.77 -1.94
C -2.78 3.97 -1.53
C -1.81 2.82 -1.29
P -2.43 1.39 -0.33
C -3.66 0.67 -1.47
C -4.52 -0.49 -0.97
C -3.35 2.19 1.04
C -4.24 1.28 1.90
H -2.39 4.62 -2.32
H -2.92 4.59 -0.65
H -3.76 3.63 -1.86
H -0.90 3.17 -0.80
H -1.48 2.39 -2.24
H -3.06 0.36 -2.33
H -4.30 1.48 -1.81
H -3.95 -1.25 -0.43
H -5.00 -0.98 -1.82
H -5.32 -0.15 -0.31
H -3.95 2.99 0.61
H -2.60 2.68 1.67
H -5.20 1.11 1.42
H -4.45 1.74 2.86
H -3.79 0.29 2.07


No. 4
100
Properties=species:S:1:pos:R:3 method="wB97M-V/def2-TZVPD" gap_ev=8.31 e_tot_ev=-81818.4512 homo_energy_ev=-9.43
H -2.63 -3.50 0.76
N -2.87 -2.66 0.22
C -1.85 -1.89 0.38
C -0.64 -2.39 1.24
C -1.92 -0.47 -0.29
C -0.69 -0.15 -1.19
C -0.33 -1.19 -2.17
C 0.79 -1.01 -3.11
C 1.51 0.24 -3.04
C 1.20 1.32 -2.07
C 0.09 1.11 -1.13
B -0.29 2.25 -0.03
O -0.56 3.58 -0.37
C -0.42 1.91 1.56
C -1.78 2.59 2.04
C 2.12 2.55 -2.13
O 1.81 3.69 -1.89
C 3.60 2.29 -2.62
C 4.68 3.22 -1.99
C 5.83 2.40 -1.22
O 5.93 2.93 0.10
C 7.12 2.51 0.80
C 7.76 1.16 0.30
C 3.87 1.32 -3.54
C 5.31 1.06 -4.06
C 5.43 0.86 -5.62
C 4.68 1.93 -6.48
Cl 7.22 0.87 -6.05
C 2.69 0.47 -4.06
O 2.57 0.00 -5.17
H -0.04 -3.11 0.64
H -0.03 -1.57 1.70
H -1.08 -2.98 2.11
H -2.10 0.26 0.53
H -2.82 -0.50 -0.97
H -0.89 -2.15 -2.25
H 1.09 -1.80 -3.84
H -0.62 3.56 -1.35
H -0.53 0.81 1.72
H 0.47 2.25 2.15
H -1.75 3.71 1.90
H -1.93 2.44 3.15
H -2.69 2.16 1.55
H 5.15 3.77 -2.85
H 4.23 4.01 -1.34
H 5.50 1.33 -1.26
H 6.76 2.57 -1.83
H 6.80 2.33 1.86
H 7.91 3.31 0.85
H 8.56 0.82 1.01
H 8.30 1.32 -0.68
H 7.03 0.33 0.15
H 5.71 0.16 -3.51
H 6.03 1.89 -3.79
H 5.09 -0.19 -5.84
H 5.19 2.91 -6.32
H 3.58 1.98 -6.27
H 4.79 1.61 -7.56
O -0.82 -3.51 4.03
N -1.85 -3.65 4.67
O -2.40 -2.76 5.29
C -2.46 -4.98 4.70
C -1.84 -6.03 4.04
C -2.40 -7.30 4.09
C -3.58 -7.51 4.80
C -4.20 -6.45 5.45
C -3.64 -5.18 5.40
H -0.92 -5.88 3.49
H -1.92 -8.13 3.58
H -4.02 -8.50 4.84
H -5.12 -6.61 6.00
H -4.13 -4.36 5.92
O -2.32 5.79 -6.61
N -1.41 5.58 -7.39
O -1.50 5.61 -8.60
C -0.09 5.26 -6.82
C 0.05 5.17 -5.44
C 1.29 4.85 -4.90
C 2.37 4.61 -5.74
C 2.22 4.70 -7.12
C 0.98 5.03 -7.66
H -0.78 5.36 -4.78
H 1.41 4.77 -3.83
H 3.33 4.35 -5.32
H 3.06 4.52 -7.77
H 0.87 5.09 -8.74
O -8.32 -6.26 6.43
N -8.66 -5.56 7.37
O -9.47 -5.90 8.22
C -8.07 -4.23 7.49
C -7.17 -3.80 6.51
C -6.63 -2.52 6.61
C -6.97 -1.70 7.67
C -7.86 -2.14 8.65
C -8.41 -3.41 8.56
H -6.90 -4.43 5.68
H -5.94 -2.17 5.85
H -6.55 -0.70 7.74
H -8.12 -1.50 9.48
H -9.10 -3.75 9.32


No. 5
89
Properties=species:S:1:pos:R:3 method="wB97M-V/def2-TZVPD" charge=+1 gap_ev=7.73 e_tot_ev=-74691.2102 homo_energy_ev=-10.97
Rh 0.04 -0.61 -0.08
S -0.17 -3.12 -3.75
C -1.73 -3.21 -2.99
C -2.85 -3.96 -3.37
C -3.97 -3.88 -2.57
C -3.99 -3.08 -1.42
C -2.89 -2.34 -1.05
C -1.76 -2.41 -1.85
N -0.57 -1.72 -1.66
C 0.35 -2.03 -2.53
C 1.68 -1.49 -2.26
C 2.79 -1.68 -3.07
C 4.02 -1.16 -2.67
C 4.11 -0.46 -1.47
C 3.00 -0.27 -0.66
C 1.77 -0.78 -1.05
H -2.83 -4.58 -4.25
H -4.85 -4.45 -2.84
H -4.89 -3.05 -0.81
H -2.91 -1.70 -0.17
H 2.71 -2.23 -4.00
H 4.89 -1.30 -3.29
H 5.07 -0.05 -1.17
H 3.09 0.31 0.24
C -1.95 0.74 -5.70
C -2.61 0.09 -4.67
C -2.19 0.25 -3.36
C -1.09 1.07 -3.04
C -0.45 1.72 -4.09
C -0.87 1.56 -5.41
Si -0.50 1.29 -1.29
C 0.91 2.53 -1.25
C 0.81 3.74 -0.57
C 1.83 4.68 -0.60
C 2.98 4.42 -1.33
C 3.10 3.23 -2.03
C 2.07 2.30 -2.00
C -1.86 1.75 -0.09
C -1.51 2.26 1.17
C -2.48 2.64 2.08
C -3.82 2.49 1.77
C -4.19 1.97 0.54
C -3.22 1.61 -0.39
H -2.27 0.62 -6.72
H -3.47 -0.54 -4.89
H -2.74 -0.27 -2.59
H 0.38 2.38 -3.89
H -0.36 2.09 -6.20
H -0.09 3.99 -0.02
H 1.73 5.61 -0.07
H 3.79 5.14 -1.36
H 3.99 3.02 -2.62
H 2.19 1.38 -2.56
H -0.47 2.39 1.41
H -2.19 3.07 3.04
H -4.58 2.78 2.49
H -5.24 1.86 0.29
H -3.54 1.26 -1.36
C 1.03 0.88 4.87
C 0.93 0.96 3.35
C 2.10 1.72 2.72
P 0.67 -0.58 2.38
C 2.20 -1.62 2.44
C 2.94 -1.76 3.77
C 1.89 -2.98 1.82
C -0.70 -1.58 3.11
C -1.98 -0.74 3.15
C -0.44 -2.27 4.45
H 1.25 1.87 5.27
H 1.83 0.21 5.21
H 0.10 0.55 5.32
H 0.02 1.53 3.13
H 3.06 1.25 2.96
H 2.14 2.74 3.11
H 2.02 1.78 1.63
H 2.86 -1.10 1.75
H 2.32 -2.19 4.56
H 3.32 -0.80 4.13
H 3.80 -2.42 3.63
H 1.25 -3.59 2.47
H 2.82 -3.53 1.67
H 1.40 -2.89 0.85
H -0.85 -2.36 2.36
H -1.94 0.01 3.94
H -2.84 -1.38 3.36
H -2.17 -0.21 2.21
H -0.16 -1.57 5.23
H 0.34 -3.03 4.38
H -1.36 -2.78 4.77